Record 1
ORCA calculation (the ωB97M-V functional and the def2-TZVPD basis) on a 4-piece molecular cluster, C4H8Cl8 overall.

The value obtained for the HOMO energy is -11.01 eV. As for the SMILES: ClCCl.ClCCl.ClCCl.ClCCl. As for the HOMO-LUMO gap: 11.4 eV. Its electronic energy is -104456.5261 eV.

```
! wB97M-V def2-TZVPD RIJCOSX def2/J DEFGRID3
* xyz 0 1
Cl 1.127 3.513 -3.958
C 2.457 3.739 -5.174
Cl 2.927 2.144 -5.853
H 2.061 4.379 -5.962
H 3.294 4.193 -4.643
Cl 2.956 -2.710 0.433
C 1.476 -1.812 1.004
Cl 1.899 -0.915 2.456
H 1.365 -1.033 0.250
H 0.645 -2.460 1.283
Cl -4.533 -1.032 -6.110
C -4.234 -2.663 -5.552
Cl -3.366 -2.562 -3.996
H -5.208 -3.151 -5.575
H -3.659 -3.237 -6.279
Cl 0.196 2.183 10.328
C 0.228 0.705 9.384
Cl -0.772 -0.571 10.232
H -0.127 0.916 8.375
H 1.267 0.375 9.357
*
```

=====

Record 2
ORCA calculation (the ωB97M-V functional and the def2-TZVPD basis) on C18H37BCrF4O16Ti as an isolated structure.

The value obtained for the HOMO energy (alpha / beta) is -8.25 / -12.23 eV. As for the HOMO-LUMO gap (alpha / beta): 5.7 / 9.2 eV. Its electronic energy is -115108.5270 eV.

```
! wB97M-V def2-TZVPD RIJCOSX def2/J DEFGRID3
* xyz 1 8
Ti 0.225 -2.561 1.827
Cr 1.265 1.222 1.316
B -0.694 -1.024 -0.530
F 0.180 -2.101 -0.609
F -1.845 -1.474 0.148
F -0.136 -0.006 0.291
F -1.092 -0.525 -1.761
C 2.049 -0.226 4.898
C 0.790 -0.470 4.053
C -0.244 0.568 4.473
O 1.046 -0.400 2.677
H 1.792 -0.318 5.960
H 2.552 0.721 4.729
H 2.682 -1.116 4.807
H 0.350 -1.438 4.343
H -0.444 0.434 5.541
H -1.202 0.373 3.978
H -0.004 1.623 4.338
C 2.787 -6.167 -0.468
O 1.418 -6.226 -0.845
C 0.590 -5.340 -0.336
O 0.846 -4.582 0.579
O -0.608 -5.565 -0.852
C -1.638 -4.641 -0.610
H 2.878 -6.059 0.614
H 3.313 -5.321 -0.912
H 3.237 -7.103 -0.781
H -1.686 -4.371 0.451
H -2.651 -5.000 -0.795
H -1.591 -3.735 -1.213
C -1.347 3.968 3.604
O -1.826 3.964 2.255
C -1.509 3.001 1.436
O -0.522 2.285 1.503
O -2.359 3.064 0.425
C -2.408 2.094 -0.630
H -2.123 4.450 4.186
H -0.434 4.569 3.652
H -1.039 3.021 4.036
H -2.048 1.150 -0.237
H -1.816 2.388 -1.501
H -3.437 2.116 -0.983
C 1.094 1.254 -3.246
O 1.760 2.468 -2.892
C 1.764 2.815 -1.629
O 1.437 2.139 -0.675
O 2.159 4.059 -1.565
C 2.596 4.629 -0.326
H 1.156 1.148 -4.326
H 0.020 1.310 -3.073
H 1.511 0.432 -2.671
H 3.390 4.009 0.089
H 1.724 4.578 0.336
H 2.880 5.666 -0.442
C 4.781 0.106 2.503
O 4.669 -0.899 1.498
C 3.722 -0.833 0.588
O 2.917 0.072 0.439
O 3.819 -1.881 -0.185
C 3.187 -1.783 -1.467
H 5.824 0.413 2.493
H 4.533 -0.318 3.469
H 4.095 0.933 2.329
H 2.104 -1.737 -1.396
H 3.451 -2.699 -1.995
H 3.632 -0.983 -2.058
C -3.654 -0.998 -4.477
O -4.201 0.276 -4.744
C -5.165 0.757 -3.973
O -5.603 0.200 -3.000
O -5.546 1.911 -4.496
C -6.474 2.736 -3.850
H -2.733 -0.870 -3.908
H -3.546 -1.595 -5.377
H -4.307 -1.584 -3.823
H -7.048 3.227 -4.645
H -6.019 3.571 -3.314
H -7.226 2.226 -3.248
*
```

=====

Look up the electronic energy of the second one. -115108.5270 eV

=====

Which of these has the highest electronic energy? C4H8Cl8